Entry 1:
Below is C7H12K4N3O7 as an isolated structure at a distorted geometry, with properties calculated with the ωB97M-V functional and the def2-TZVPD basis.

Each line ends with the Löwdin charge.
Cartesian coordinates (Å):
K -3.31775 13.36250 -12.27553  0.970
K -2.03973 10.03032 -15.23638  0.956
K 2.08680 10.04610 -16.87896  0.936
K -0.86914 14.18465 -15.73732  0.956
O 0.56110 11.45528 -14.85294  -0.174
O -0.78164 12.40188 -13.40335  -0.180
O 2.80166 14.18634 -12.98968  0.044
O 4.68524 9.45269 -8.59769  0.095
O 1.22092 11.59409 -12.72620  0.129
O 3.36806 13.46996 -11.05238  0.112
O 2.87349 10.54016 -8.09456  0.075
N 2.63841 14.05161 -11.79488  -0.458
N 2.47426 7.59721 -14.82810  0.028
N 3.68800 10.09137 -8.88470  -0.441
C 3.58318 9.49962 -14.34870  -0.129
C 1.46102 14.74157 -11.19133  0.062
C 2.42972 8.77099 -14.11649  -0.198
C 3.44718 10.30008 -10.31328  0.006
C 3.64266 7.58702 -15.54551  -0.132
C 4.34822 8.70641 -15.27142  -0.108
C 0.32870 11.87301 -13.68018  -0.835
H 1.92416 11.08714 -13.16455  0.089
H 1.26743 14.22764 -10.25245  0.107
H 1.75389 6.89868 -14.84028  0.160
H 4.35810 10.63367 -10.80202  0.103
H 1.59758 8.95597 -13.45287  0.113
H 3.15470 9.34426 -10.74887  0.096
H 5.19150 9.10852 -15.81180  0.122
H 3.87052 10.46210 -13.95401  0.114
H 1.64701 15.80201 -11.08608  0.114
H 2.65253 11.01738 -10.49313  0.062
H 3.79313 6.84678 -16.31683  0.138
H 0.60716 14.48351 -11.82001  0.069

Values from the calculation:
Charge   +3
LUMO energy   -10.074 eV
Largest force on an atom   1.7 eV/Å
E   -3363.6728 hartree
HOMO energy   -16.05 eV
HOMO-LUMO gap   0.220 hartree

Entry 2:
Below is one molecule with the formula C4H5FO2S at a distorted geometry, with properties calculated with the ωB97M-V functional and the def2-TZVPD basis.

Each line ends with the Löwdin charge.
Cartesian coordinates (Å):
S -2.36263 -1.00352 0.27656  0.797
F -2.17292 -0.87093 -1.36456  -0.553
O 3.17676 -1.51690 0.15727  0.050
O -1.82032 1.84638 0.20140  0.026
C 0.10857 0.19867 -0.11892  -0.122
C 2.32889 -0.76025 -0.28436  -0.288
C -1.14105 0.78349 0.56439  -0.461
C 1.15503 -0.41168 0.46681  -0.089
H -1.94786 1.74363 -0.72799  0.098
H 2.39970 -0.27596 -1.22911  0.107
H 1.21154 -0.57117 1.61610  0.160
H 0.21058 0.17554 -1.26229  0.139
H -1.14628 0.66269 1.70471  0.136

Values from the calculation:
Charge   0
LUMO energy   -0.720 eV
Largest force on an atom   5.8 eV/Å
SMILES   O=C/C=C/[C@@H](O)SF
Relative energy (zero: lowest compared OMol25 entry of this formula, charge and spin)   71.1 kcal per mole
E   -803.8364 hartree
HOMO energy   -9.17 eV
HOMO-LUMO gap   0.311 hartree

> Which formula does entry 1 have?

C7H12K4N3O7